Below is a single C21H32N2O3 molecule, with properties calculated with ωB97M-V with the def2-TZVPD basis set.

Calculated values
- 2S+1 = 1
- relative energy (zero: lowest compared OMol25 entry of this formula, charge and spin) (kcal/mol) = 27.2

Each line ends with the Mulliken charge.
Element x y z (Å)
C1 0.63276 -3.90553 0.99318  -0.63
H1 1.13788 -4.62742 0.35656  0.27
H2 0.41994 -4.33208 1.97482  0.32
H3 1.23858 -3.00432 1.10838  0.19
O1 -0.57950 -3.56275 0.32953  -0.30
C2 -1.51612 -2.97480 1.06311  0.53
O2 -1.44646 -2.82532 2.25770  -0.64
C3 -2.72358 -2.56159 0.22365  0.14
C4 -3.46146 -1.41761 0.92954  -1.08
H4 -3.40617 -1.58508 2.00588  0.43
H5 -4.51060 -1.39784 0.63461  0.43
C5 -2.78628 -0.08293 0.56075  -0.91
N1 -1.40669 -0.30814 0.20338  0.56
C6 -0.32457 -0.30263 1.02906  0.93
O3 0.74603 -0.74106 0.64328  -0.63
C7 -0.51162 0.24410 2.44400  -1.63
N2 0.63046 0.90551 3.03552  0.24
C8 1.79754 0.06854 3.22176  -0.90
H6 2.49866 0.59687 3.86968  0.34
H7 1.48233 -0.84612 3.72294  0.33
H8 2.30099 -0.20228 2.28908  0.25
C9 0.90296 2.22075 2.46623  -2.10
C10 1.09271 2.22955 0.97139  1.19
C11 0.02035 2.47069 0.12538  -0.64
C12 0.15330 2.37253 -1.24831  -0.07
C13 1.36457 2.02135 -1.82820  0.89
C14 2.44437 1.80952 -0.97501  -0.64
C15 2.31651 1.91674 0.39498  -1.18
H9 3.17765 1.74767 1.02536  0.36
H10 3.41019 1.54775 -1.38088  0.33
C16 1.55140 1.86160 -3.32888  2.00
C17 2.61816 2.85352 -3.81333  -1.78
H11 2.75763 2.76001 -4.88856  0.47
H12 3.57393 2.67386 -3.32939  0.32
H13 2.31102 3.87375 -3.59199  0.41
C18 0.26551 2.12503 -4.11763  -1.99
H14 0.45921 1.99571 -5.18083  0.44
H15 -0.08859 3.14168 -3.96251  0.41
H16 -0.51815 1.42633 -3.83302  0.31
C19 2.00446 0.42423 -3.62056  -1.45
H17 2.11855 0.27523 -4.69265  0.48
H18 2.95465 0.20565 -3.14224  0.33
H19 1.26780 -0.28393 -3.24705  0.16
H20 -0.71406 2.57071 -1.85817  0.45
H21 -0.94033 2.74169 0.54392  0.27
H22 1.79378 2.60935 2.96567  0.57
H23 0.05441 2.86422 2.72959  0.34
H24 -1.33862 0.95351 2.48759  0.41
H25 -0.76463 -0.62116 3.06920  0.26
C20 -1.29056 -0.97460 -1.08098  -0.39
C21 -2.30670 -2.12518 -1.18322  -1.17
H26 -1.86703 -2.96045 -1.72586  0.46
H27 -3.20094 -1.80324 -1.72062  0.49
H28 -1.45148 -0.24085 -1.87869  0.06
H29 -0.26705 -1.34601 -1.15219  0.36
H30 -3.27249 0.35333 -0.31859  0.44
H31 -2.87814 0.63015 1.37705  0.42
H32 -3.37229 -3.44196 0.16476  0.55

Below is a single C21H32N2O5 molecule, with properties calculated with ωB97M-V with the def2-TZVPD basis set.

Calculated values
- 2S+1 = 1
- relative energy (zero: lowest compared OMol25 entry of this formula, charge and spin) (kcal/mol) = 46.4

Each line ends with the Mulliken charge.
Element x y z (Å)
C1 -2.57902 -3.39274 -0.28764  -0.66
H1 -2.88614 -3.22470 0.74622  0.22
O1 -1.19745 -3.18543 -0.46760  -0.51
C2 -0.61984 -1.96758 -0.27011  0.32
C3 0.72589 -1.92664 -0.63125  -1.11
C4 1.49261 -0.78923 -0.48998  -0.83
C5 0.90925 0.35845 0.02918  -0.51
C6 -0.43754 0.33637 0.37438  0.32
C7 -1.22105 -0.80035 0.24416  1.04
O2 -2.54396 -0.85525 0.60000  -0.37
C8 -3.20189 0.30526 1.08254  -0.26
C9 -3.54571 1.27964 -0.05301  -0.41
H2 -2.64685 1.54844 -0.60856  0.47
H3 -3.96882 2.18569 0.38347  0.43
C10 -4.55886 0.63851 -1.00538  -1.04
N1 -5.74864 0.25548 -0.28543  0.08
C11 -6.96468 0.85143 -0.34586  1.15
O3 -7.87520 0.51507 0.38745  -0.66
C12 -7.14460 1.93277 -1.39180  -1.37
H4 -6.47311 2.76803 -1.20677  0.33
H5 -6.96517 1.53975 -2.38989  0.35
H6 -8.17055 2.28557 -1.33157  0.34
C13 -5.48380 -0.72337 0.74818  -0.85
C14 -4.48958 -0.16667 1.76705  -0.94
H7 -4.24921 -0.93677 2.50027  0.42
H8 -4.93818 0.68124 2.28607  0.42
H9 -6.43303 -0.96106 1.23060  0.44
H10 -5.07319 -1.62637 0.28592  0.23
H11 -4.79710 1.32278 -1.81672  0.55
H12 -4.11409 -0.26619 -1.43781  0.08
H13 -2.56917 0.80575 1.82916  0.45
H14 -0.84697 1.25763 0.75618  0.44
C15 1.63157 1.65279 0.19488  0.28
O4 1.05464 2.72742 0.15812  -0.74
N2 2.95417 1.53527 0.43054  -0.04
H15 3.40654 0.63353 0.38519  0.16
C16 3.85254 2.66268 0.44995  -0.96
C17 4.99913 2.46143 -0.54218  -0.65
C18 5.95374 1.34572 -0.11912  -0.55
O5 5.28530 0.10239 -0.17177  -0.17
C19 5.98656 -0.99304 0.39825  0.53
C20 4.96740 -2.11098 0.60106  -1.53
H16 4.56393 -2.41946 -0.35971  0.33
H17 5.44178 -2.96493 1.07557  0.50
H18 4.14793 -1.77009 1.22912  0.34
C21 7.14043 -1.46397 -0.48873  -1.47
H19 7.59496 -2.35150 -0.05785  0.43
H20 7.90508 -0.69639 -0.57919  0.39
H21 6.76576 -1.70382 -1.48093  0.32
H22 6.38927 -0.68291 1.37829  0.31
H23 6.82423 1.34062 -0.79058  0.27
H24 6.31497 1.52794 0.90572  0.39
H25 4.58651 2.21822 -1.52215  0.29
H26 5.57067 3.38650 -0.62465  0.38
H27 4.25791 2.79785 1.46076  0.30
H28 3.26473 3.54698 0.18955  0.46
H29 2.52138 -0.79909 -0.81453  0.87
H30 1.14909 -2.83332 -1.03452  0.45
H31 -3.16995 -2.75753 -0.95206  0.23
H32 -2.74461 -4.43783 -0.55048  0.36

Below is a single C21H32N4O molecule, with properties calculated with ωB97M-V with the def2-TZVPD basis set.

Calculated values
- 2S+1 = 1
- relative energy (zero: lowest compared OMol25 entry of this formula, charge and spin) (kcal/mol) = 10.2

Each line ends with the Mulliken charge.
Element x y z (Å)
C1 5.93722 2.85293 -1.06040  -1.06
H1 6.12296 2.09412 -1.81728  0.30
H2 6.26390 3.81627 -1.44205  0.38
H3 6.51801 2.60926 -0.17462  0.31
C2 4.45215 2.90526 -0.70808  -0.59
N1 3.99367 1.64688 -0.18701  0.83
C3 3.60527 0.55875 -0.88042  -0.94
C4 3.32563 -0.43575 0.03496  1.09
C5 3.58915 0.16498 1.28751  0.46
N2 3.99414 1.41349 1.12310  -1.11
C6 3.48106 -0.43246 2.64594  -1.15
H4 3.95668 -1.41170 2.67069  0.35
H5 2.43764 -0.55169 2.93590  0.15
H6 3.96829 0.22328 3.36196  0.40
C7 2.81713 -1.81545 -0.25008  -1.66
N3 1.37826 -1.92016 -0.46312  0.25
C8 0.90390 -1.18176 -1.61643  -0.36
C9 -0.55584 -1.57035 -1.87122  -1.48
N4 -1.42025 -1.32640 -0.73440  0.54
C10 -1.85585 0.04748 -0.56736  -0.66
H7 -1.21379 0.62245 0.11748  0.05
C11 -3.30335 0.08827 -0.04680  -0.71
C12 -3.76020 1.50877 0.10317  0.11
C13 -3.53810 2.20075 1.28733  -0.19
C14 -3.92086 3.52394 1.41596  -0.67
C15 -4.52984 4.17623 0.35771  -0.40
C16 -4.75301 3.49743 -0.82811  -0.60
C17 -4.36868 2.17438 -0.95352  -0.25
H8 -4.54758 1.64716 -1.88002  0.38
H9 -5.22926 4.00064 -1.65721  0.37
H10 -4.83062 5.20879 0.45723  0.37
H11 -3.74425 4.04751 2.34441  0.37
H12 -3.06528 1.69511 2.11772  0.36
H13 -3.93635 -0.44871 -0.75380  0.30
H14 -3.35526 -0.42627 0.91346  0.39
H15 -1.82751 0.54771 -1.53835  0.56
C18 -0.88296 -1.92224 0.48196  -0.22
C19 0.59640 -1.55680 0.70216  -0.98
H16 0.67658 -0.47594 0.92143  0.25
H17 0.97820 -2.10838 1.56363  0.54
C20 -1.05648 -3.44528 0.47252  -1.15
H18 -0.76079 -3.83808 1.44729  0.31
H19 -0.39175 -3.88018 -0.27603  0.48
C21 -2.50160 -3.85519 0.19080  -0.40
O1 -2.68560 -5.25223 0.23265  -0.55
H20 -2.07973 -5.65824 -0.39721  0.34
H21 -2.81492 -3.44917 -0.77982  0.27
H22 -3.16436 -3.45257 0.96004  0.20
H23 -1.46184 -1.52415 1.32183  0.59
H24 -0.59462 -2.63839 -2.09980  0.36
H25 -0.94463 -1.02581 -2.73414  0.56
H26 0.97429 -0.08856 -1.46550  0.32
H27 1.51380 -1.45109 -2.48227  0.49
H28 3.29912 -2.20187 -1.15422  0.48
H29 3.06678 -2.47831 0.58314  0.41
H30 3.55680 0.56117 -1.95152  0.51
H31 4.27891 3.65623 0.06570  0.32
H32 3.86038 3.15619 -1.59330  0.32

| no. | orbital gap (eV) |
| --- | --- |
| 1 | 8.65 |
| 2 | 8.96 |
| 3 | 8.74 |